Entry 1:
Density functional theory data (ωB97M-V with the def2-TZVPD basis set) for C42H35IN5SbSc as an isolated structure.

Element x y z (Å)
Sc1 -0.215 0.271 0.518
C1 -0.757 -0.977 -3.809
C2 -2.089 -0.592 -3.254
C3 -3.215 -0.837 -4.045
C4 -4.466 -0.480 -3.612
C5 -4.571 0.118 -2.365
C6 -3.416 0.324 -1.629
N1 -2.184 -0.009 -2.046
Sb1 -3.761 1.237 0.259
C7 -2.144 2.695 0.183
C8 -2.630 3.983 0.342
C9 -1.743 5.048 0.413
C10 -0.394 4.791 0.345
C11 0.048 3.483 0.177
C12 1.516 3.194 0.184
N2 -0.817 2.462 0.067
C13 -3.077 -0.299 1.626
C14 -4.086 -0.661 2.503
C15 -3.822 -1.605 3.485
C16 -2.558 -2.139 3.568
C17 -1.576 -1.741 2.666
C18 -0.173 -2.231 2.801
N3 -1.851 -0.852 1.695
H1 -0.857 -1.874 -4.419
H2 -0.384 -0.184 -4.460
H3 -0.037 -1.147 -3.017
H4 -3.078 -1.311 -5.008
H5 -5.341 -0.660 -4.221
H6 -5.534 0.410 -1.969
H7 -3.696 4.154 0.421
H8 -2.105 6.058 0.549
H9 0.333 5.585 0.437
H10 2.051 3.917 -0.433
H11 1.895 3.274 1.205
H12 1.749 2.199 -0.188
H13 -5.066 -0.209 2.425
H14 -4.590 -1.897 4.189
H15 -2.305 -2.854 4.337
H16 -0.129 -3.115 3.434
H17 0.248 -2.457 1.823
H18 0.437 -1.451 3.266
C19 4.230 -0.468 1.063
C20 4.531 0.064 2.309
C21 3.531 0.655 3.056
C22 2.232 0.719 2.554
N4 1.958 0.203 1.341
C23 2.926 -0.382 0.624
C24 1.083 1.327 3.264
C25 1.250 1.914 4.521
C26 0.171 2.486 5.170
C27 -1.074 2.467 4.553
C28 -1.220 1.874 3.307
C29 -0.159 1.282 2.612
H19 4.977 -0.944 0.445
H20 5.538 0.017 2.698
H21 3.758 1.064 4.028
H22 2.621 -0.796 -0.326
H23 2.216 1.933 5.009
H24 0.299 2.938 6.142
H25 -1.929 2.911 5.046
H26 -2.222 1.886 2.878
I1 3.525 -1.126 -2.990
C30 2.684 0.767 -3.312
C31 3.290 1.574 -4.271
C32 2.694 2.783 -4.572
C33 1.515 3.126 -3.923
C34 1.012 2.253 -2.979
N5 1.592 1.092 -2.648
H27 4.188 1.247 -4.772
H28 3.132 3.437 -5.313
H29 0.994 4.045 -4.145
H30 0.081 2.471 -2.472
C35 0.272 -1.610 -0.465
C36 0.541 -2.763 -0.761
C37 0.888 -4.114 -1.094
C38 1.776 -4.831 -0.289
C39 2.113 -6.135 -0.606
C40 1.572 -6.742 -1.731
C41 0.692 -6.036 -2.539
C42 0.350 -4.732 -2.224
H31 2.201 -4.351 0.584
H32 2.801 -6.681 0.025
H33 1.836 -7.760 -1.977
H34 0.269 -6.505 -3.417
H35 -0.339 -4.181 -2.849

Computed properties:
total charge: +1
spin multiplicity: 1
energy above the lowest of the compared OMol25 structures with the same formula, charge and spin: 0.45 kJ/mol
DFT total energy: -3193.74646 hartree

Need the Mulliken charges? In units of e they are:
1. Sc -0.913
2. C -1.001
3. C 0.812
4. C -0.818
5. C -0.617
6. C -0.994
7. C 0.142
8. N 0.407
9. Sb 1.030
10. C -0.381
11. C -0.684
12. C -0.856
13. C -1.022
14. C 0.820
15. C -1.062
16. N 1.292
17. C -0.027
18. C -0.939
19. C -0.702
20. C -1.042
21. C 0.944
22. C -0.783
23. N 1.057
24. H 0.477
25. H 0.321
26. H -0.342
27. H 0.474
28. H 0.433
29. H 0.447
30. H 0.500
31. H 0.417
32. H 0.576
33. H 0.632
34. H 0.379
35. H -0.348
36. H 0.485
37. H 0.417
38. H 0.509
39. H 0.597
40. H -0.273
41. H 0.042
42. C -1.131
43. C -0.709
44. C -1.259
45. C 0.404
46. N 1.408
47. C 0.003
48. C 1.040
49. C -0.931
50. C -1.075
51. C -1.083
52. C 0.027
53. C 1.257
54. H 0.480
55. H 0.448
56. H 0.499
57. H -0.238
58. H 0.408
59. H 0.418
60. H 0.500
61. H 0.041
62. I 0.105
63. C -0.069
64. C -0.625
65. C -0.436
66. C -0.947
67. C -0.304
68. N 0.320
69. H 0.461
70. H 0.413
71. H 0.494
72. H 0.538
73. C -0.454
74. C 0.624
75. C 0.233
76. C -0.268
77. C -0.687
78. C -0.452
79. C -0.652
80. C -0.333
81. H 0.455
82. H 0.396
83. H 0.400
84. H 0.403
85. H 0.475

Entry 2:
Density functional theory data (ωB97M-V with the def2-TZVPD basis set) for C42H35N2O2ReS6Se2Te2 as an isolated structure.

Element x y z (Å)
Re1 0.189 0.767 -0.399
O1 0.507 0.859 1.544
C1 1.613 1.149 2.335
C2 2.677 0.052 2.191
C3 3.118 -0.397 0.822
C4 4.374 -0.994 0.773
C5 4.814 -1.596 -0.385
C6 3.957 -1.618 -1.465
C7 2.723 -0.994 -1.371
C8 1.773 -1.121 -2.507
C9 0.471 -1.811 -2.074
O2 -0.272 -0.949 -1.241
C10 0.828 -3.075 -1.278
C11 0.730 -3.110 0.109
C12 1.136 -4.234 0.820
C13 1.647 -5.338 0.155
C14 1.745 -5.314 -1.231
C15 1.336 -4.193 -1.939
C16 -0.374 -2.183 -3.292
C17 -1.436 -3.070 -3.129
C18 -2.219 -3.449 -4.209
C19 -1.950 -2.942 -5.475
C20 -0.901 -2.053 -5.643
C21 -0.119 -1.672 -4.558
N1 2.313 -0.349 -0.257
C22 1.116 1.083 3.783
C23 -0.213 0.781 4.035
C24 -0.678 0.676 5.340
C25 0.183 0.869 6.410
C26 1.520 1.164 6.165
C27 1.981 1.267 4.861
C28 2.212 2.528 2.021
C29 2.929 2.738 0.842
C30 3.384 3.997 0.489
C31 3.128 5.085 1.311
C32 2.425 4.893 2.490
C33 1.978 3.626 2.843
H1 2.292 -0.846 2.687
H2 3.570 0.344 2.742
H3 4.987 -0.983 1.665
H4 5.791 -2.060 -0.434
H5 4.215 -2.119 -2.387
H6 2.253 -1.688 -3.304
H7 1.542 -0.142 -2.916
H8 0.325 -2.254 0.634
H9 1.052 -4.240 1.901
H10 1.963 -6.213 0.710
H11 2.136 -6.173 -1.764
H12 1.405 -4.187 -3.022
H13 -1.633 -3.483 -2.148
H14 -3.035 -4.150 -4.065
H15 -2.564 -3.230 -6.320
H16 -0.698 -1.625 -6.617
H17 0.660 -0.935 -4.715
H18 -0.874 0.631 3.191
H19 -1.724 0.451 5.517
H20 -0.182 0.794 7.427
H21 2.203 1.322 6.991
H22 3.020 1.523 4.684
H23 3.123 1.926 0.155
H24 3.907 4.126 -0.450
H25 3.458 6.076 1.025
H26 2.200 5.733 3.134
H27 1.416 3.507 3.760
Se1 -0.314 3.295 -0.102
Te1 -1.718 1.661 -4.108
Te2 2.276 2.006 -4.125
Se2 0.265 2.171 -2.540
C34 -3.444 4.610 -1.594
S1 -3.285 5.487 -0.019
C35 -3.670 4.191 1.095
C36 -2.820 3.543 1.916
S2 -1.092 3.634 2.074
S3 -3.566 2.394 3.005
C37 -5.203 2.569 2.491
S4 -6.460 1.715 3.126
S5 -5.356 3.734 1.231
H28 -3.067 5.281 -2.364
H29 -4.482 4.360 -1.812
H30 -2.826 3.718 -1.586
S6 -2.072 0.742 0.196
C38 -2.919 -0.588 -0.549
N2 -3.184 -0.545 -1.868
C39 -3.997 -1.404 -2.492
C40 -4.622 -2.402 -1.786
C41 -4.331 -2.523 -0.425
C42 -3.477 -1.630 0.191
H31 -2.676 0.155 -2.474
H32 -4.100 -1.249 -3.557
H33 -5.296 -3.080 -2.288
H34 -4.771 -3.326 0.154
H35 -3.245 -1.696 1.244

Computed properties:
total charge: -1
⟨S²⟩: 0.77
spin multiplicity: 2
energy above the lowest of the compared OMol25 structures with the same formula, charge and spin: 128.02 kJ/mol
DFT total energy: -9687.92649 hartree

Need the Mulliken charges? In units of e they are:
1. Re 0.855
2. O 1.343
3. C 2.671
4. C -1.737
5. C 0.275
6. C -1.290
7. C -1.189
8. C -0.853
9. C -0.118
10. C -1.153
11. C 2.697
12. O 0.464
13. C -0.285
14. C -0.116
15. C -0.912
16. C -0.643
17. C -0.909
18. C -0.269
19. C -0.601
20. C -0.025
21. C -0.953
22. C -0.539
23. C -0.907
24. C -0.336
25. N 0.812
26. C -0.941
27. C 0.073
28. C -1.221
29. C -0.602
30. C -1.049
31. C 0.216
32. C -0.115
33. C -0.445
34. C -0.873
35. C -0.669
36. C -0.670
37. C -0.204
38. H 0.593
39. H 0.571
40. H 0.518
41. H 0.432
42. H 0.545
43. H 0.992
44. H -0.818
45. H 0.265
46. H 0.479
47. H 0.389
48. H 0.429
49. H 0.387
50. H 0.566
51. H 0.403
52. H 0.382
53. H 0.433
54. H 0.302
55. H 0.611
56. H 0.456
57. H 0.396
58. H 0.404
59. H 0.366
60. H 0.455
61. H 0.469
62. H 0.364
63. H 0.392
64. H 0.362
65. Se -0.267
66. Te -0.640
67. Te -0.587
68. Se -0.071
69. C -0.468
70. S -0.099
71. C 0.299
72. C -0.257
73. S -0.209
74. S 0.060
75. C 0.036
76. S -0.293
77. S -0.163
78. H 0.311
79. H 0.345
80. H -0.070
81. S 0.536
82. C -0.351
83. N 0.774
84. C -0.308
85. C -0.870
86. C -0.371
87. C -0.780
88. H -0.448
89. H 0.520
90. H 0.448
91. H 0.437
92. H 0.560

Entry 3:
Density functional theory data (ωB97M-V with the def2-TZVPD basis set) for C42H36AuN3O2P2Te as an isolated structure.

Element x y z (Å)
Au1 0.027 -1.489 1.846
C1 -1.211 -5.692 2.846
C2 -0.233 -4.577 2.562
O1 -0.579 -3.417 2.863
C3 1.012 -4.958 1.982
C4 2.096 -4.164 1.668
C5 3.368 -4.806 1.206
N1 2.041 -2.814 1.777
N2 3.193 -2.212 1.583
C6 3.143 -0.869 1.898
O2 2.283 -0.347 2.615
C7 4.246 -0.060 1.299
C8 5.107 -0.598 0.347
C9 6.064 0.204 -0.254
C10 6.170 1.544 0.098
C11 5.320 2.081 1.055
C12 4.359 1.282 1.652
H1 -2.082 -5.288 3.357
H2 -0.748 -6.467 3.456
H3 -1.523 -6.160 1.911
H4 1.136 -6.023 1.834
H5 3.233 -5.881 1.110
H6 4.175 -4.601 1.910
H7 3.682 -4.387 0.250
H8 5.013 -1.642 0.082
H9 6.731 -0.215 -0.996
H10 6.919 2.167 -0.373
H11 5.405 3.123 1.331
H12 3.678 1.682 2.389
Te1 0.422 1.857 1.706
C13 -0.376 3.532 0.701
C14 -1.431 4.234 1.277
C15 -1.895 5.381 0.646
N3 -1.390 5.856 -0.487
C16 -0.365 5.191 -1.015
C17 0.184 4.045 -0.461
C18 -0.378 0.247 0.570
P1 -2.082 -0.331 0.661
C19 -2.882 0.461 -0.790
C20 -2.964 1.849 -0.917
C21 -3.488 2.415 -2.066
C22 -3.920 1.600 -3.106
C23 -3.843 0.221 -2.986
C24 -3.332 -0.348 -1.826
C25 -2.879 0.458 2.097
C26 -4.032 1.228 1.960
C27 -4.661 1.762 3.076
C28 -4.152 1.531 4.344
C29 -3.017 0.744 4.493
C30 -2.398 0.203 3.380
P2 0.763 -0.436 -0.703
C31 -0.168 -1.660 -1.722
C32 -0.409 -1.509 -3.085
C33 -1.035 -2.511 -3.813
C34 -1.430 -3.687 -3.196
C35 -1.156 -3.870 -1.847
C36 -0.515 -2.876 -1.128
C37 1.085 0.923 -1.883
C38 0.085 1.559 -2.620
C39 0.403 2.562 -3.520
C40 1.725 2.962 -3.673
C41 2.724 2.351 -2.929
C42 2.407 1.329 -2.044
H13 -1.913 3.882 2.179
H14 -2.722 5.938 1.075
H15 0.047 5.597 -1.933
H16 1.040 3.577 -0.927
H17 -2.620 2.489 -0.115
H18 -3.545 3.493 -2.153
H19 -4.319 2.043 -4.009
H20 -4.176 -0.417 -3.795
H21 -3.257 -1.426 -1.741
H22 -4.452 1.421 0.983
H23 -5.554 2.360 2.949
H24 -4.641 1.950 5.213
H25 -2.617 0.543 5.478
H26 -1.524 -0.426 3.524
H27 -0.110 -0.610 -3.602
H28 -1.213 -2.365 -4.870
H29 -1.923 -4.464 -3.764
H30 -1.426 -4.796 -1.354
H31 -0.284 -3.060 -0.085
H32 -0.947 1.262 -2.499
H33 -0.384 3.041 -4.089
H34 1.974 3.752 -4.369
H35 3.754 2.667 -3.038
H36 3.188 0.859 -1.458

Computed properties:
total charge: 0
⟨S²⟩: 2.03
spin multiplicity: 3
DFT total energy: -3023.13771 hartree

Need the Mulliken charges? In units of e they are:
1. Au 0.930
2. C -1.392
3. C 0.900
4. O -0.737
5. C -1.003
6. C 0.692
7. C -1.306
8. N 0.572
9. N -0.675
10. C -0.060
11. O -0.681
12. C 0.470
13. C -0.172
14. C -0.656
15. C -0.392
16. C -0.825
17. C -0.228
18. H 0.379
19. H 0.367
20. H 0.291
21. H 0.286
22. H 0.398
23. H 0.298
24. H 0.282
25. H 0.431
26. H 0.405
27. H 0.413
28. H 0.415
29. H 0.558
30. Te 0.658
31. C 0.131
32. C -0.370
33. C -0.354
34. N -0.675
35. C -0.463
36. C -0.151
37. C -0.891
38. P 0.616
39. C 0.414
40. C -0.022
41. C -0.883
42. C -0.749
43. C -0.654
44. C -0.579
45. C 0.965
46. C -0.474
47. C -0.766
48. C -0.533
49. C -0.899
50. C -0.450
51. P 1.241
52. C 0.151
53. C -0.459
54. C -0.809
55. C -0.609
56. C -0.731
57. C 0.215
58. C 0.560
59. C 0.686
60. C -0.791
61. C -0.902
62. C -0.531
63. C -0.769
64. H 0.373
65. H 0.397
66. H 0.438
67. H 0.579
68. H 0.521
69. H 0.482
70. H 0.407
71. H 0.435
72. H 0.422
73. H 0.416
74. H 0.419
75. H 0.402
76. H 0.440
77. H 0.156
78. H 0.499
79. H 0.449
80. H 0.396
81. H 0.469
82. H -0.092
83. H -0.186
84. H 0.467
85. H 0.396
86. H 0.463
87. H 0.169

Entry 4:
Density functional theory data (ωB97M-V with the def2-TZVPD basis set) for C42H36AuNSb2 as an isolated structure.

Element x y z (Å)
Au1 1.195 -0.305 -1.578
C1 -1.095 -3.902 -2.387
C2 -0.115 -4.717 -2.921
C3 1.184 -4.252 -3.048
C4 1.524 -2.964 -2.640
C5 0.510 -2.158 -2.107
C6 -0.788 -2.604 -1.980
C7 2.907 -2.444 -2.730
C8 3.963 -3.207 -3.269
C9 5.216 -2.674 -3.304
C10 5.452 -1.377 -2.803
C11 6.735 -0.781 -2.809
C12 6.915 0.474 -2.304
C13 5.817 1.184 -1.776
C14 4.567 0.632 -1.762
C15 4.357 -0.663 -2.276
N1 3.104 -1.221 -2.260
H1 -2.110 -4.265 -2.288
H2 -0.356 -5.720 -3.245
H3 1.932 -4.905 -3.475
H4 -1.561 -1.973 -1.580
H5 3.779 -4.197 -3.655
H6 6.043 -3.241 -3.714
H7 7.566 -1.336 -3.224
H8 7.895 0.930 -2.309
H9 5.971 2.180 -1.383
H10 3.729 1.184 -1.363
C16 1.421 2.066 -0.045
C17 1.983 1.640 1.317
C18 1.544 0.260 1.818
Sb1 -0.565 0.273 2.008
C19 -1.043 1.564 3.560
C20 -2.279 2.205 3.593
C21 -2.584 3.035 4.661
C22 -1.659 3.227 5.677
C23 -0.425 2.592 5.638
C24 -0.109 1.756 4.577
C25 -1.203 -1.659 2.412
C26 -0.742 -2.699 1.609
C27 -1.197 -3.987 1.841
C28 -2.114 -4.224 2.857
C29 -2.578 -3.181 3.647
C30 -2.129 -1.887 3.425
Sb2 -0.684 1.271 -0.556
C31 -2.413 0.257 -1.300
C32 -2.613 0.251 -2.679
C33 -3.705 -0.413 -3.217
C34 -4.588 -1.085 -2.382
C35 -4.386 -1.085 -1.010
C36 -3.296 -0.416 -0.466
C37 -1.556 3.192 -0.449
C38 -1.191 4.043 0.593
C39 -1.811 5.277 0.720
C40 -2.775 5.665 -0.200
C41 -3.130 4.820 -1.241
C42 -2.529 3.575 -1.365
H11 2.087 1.822 -0.874
H12 1.176 3.122 -0.119
H13 1.712 2.401 2.054
H14 3.075 1.653 1.256
H15 2.023 -0.022 2.754
H16 1.775 -0.516 1.082
H17 -3.002 2.070 2.797
H18 -3.544 3.533 4.698
H19 -1.901 3.877 6.507
H20 0.291 2.744 6.434
H21 0.853 1.258 4.563
H22 -0.033 -2.521 0.808
H23 -0.837 -4.804 1.230
H24 -2.469 -5.230 3.036
H25 -3.289 -3.374 4.438
H26 -2.487 -1.078 4.051
H27 -1.919 0.747 -3.350
H28 -3.866 -0.410 -4.287
H29 -5.436 -1.608 -2.804
H30 -5.076 -1.607 -0.361
H31 -3.168 -0.430 0.611
H32 -0.437 3.757 1.319
H33 -1.539 5.935 1.534
H34 -3.252 6.631 -0.105
H35 -3.881 5.127 -1.957
H36 -2.833 2.916 -2.168

Computed properties:
total charge: +2
spin multiplicity: 1
energy above the lowest of the compared OMol25 structures with the same formula, charge and spin: 0.00 kJ/mol
DFT total energy: -2292.37621 hartree

Need the Mulliken charges? In units of e they are:
1. Au -0.015
2. C -1.067
3. C -1.084
4. C -0.602
5. C -0.036
6. C 0.068
7. C 0.285
8. C 1.920
9. C -0.996
10. C -0.703
11. C 0.898
12. C -0.897
13. C -0.705
14. C -0.733
15. C 0.054
16. C 0.190
17. N -0.360
18. H 0.530
19. H 0.429
20. H 0.422
21. H 0.615
22. H 0.373
23. H 0.481
24. H 0.446
25. H 0.412
26. H 0.457
27. H 0.365
28. C -1.613
29. C -0.399
30. C -0.985
31. Sb 0.794
32. C 0.639
33. C -0.416
34. C -0.737
35. C -0.548
36. C -0.658
37. C -0.498
38. C 0.682
39. C -0.568
40. C -0.674
41. C -0.602
42. C -0.662
43. C -0.535
44. Sb 1.277
45. C 0.233
46. C -0.131
47. C -0.790
48. C -0.599
49. C -0.773
50. C -0.536
51. C 0.690
52. C 0.031
53. C -0.921
54. C -0.555
55. C -0.629
56. C -0.611
57. H 0.536
58. H 0.712
59. H 0.162
60. H 0.605
61. H 0.693
62. H 0.348
63. H 0.441
64. H 0.453
65. H 0.425
66. H 0.445
67. H 0.390
68. H 0.327
69. H 0.478
70. H 0.415
71. H 0.442
72. H 0.444
73. H 0.462
74. H 0.434
75. H 0.453
76. H 0.480
77. H 0.349
78. H 0.213
79. H 0.451
80. H 0.411
81. H 0.439
82. H 0.346